#A
# C6H9N

A structure of composition C6H9N (the ωB97M-V functional and the def2-TZVPD basis, the OMol25 dataset).

Properties
Gap between HOMO and LUMO ... 10.32 eV

Geometry as ORCA input:
```
! RIJCOSX wB97M-V def2-TZVPD def2/J DEFGRID3
* xyz 0 1
C -1.78 -1.34 -0.02
C -0.37 -0.91 0.25
C 0.18 0.37 0.83
C 1.50 -0.45 0.72
N 0.74 -1.48 -0.06
C 0.75 1.56 -1.33
C 0.00 1.46 -0.22
H -2.13 -1.80 0.90
H -1.75 -2.07 -0.83
H -2.45 -0.50 -0.28
H -0.11 0.76 1.82
H 2.36 0.01 0.22
H 1.83 -0.88 1.67
H 1.47 0.79 -1.62
H 0.69 2.47 -1.92
H -0.94 2.02 -0.11
*
```

Atomic partial charges in e from the natural (NBO) method, atoms 1 to 4:
1 C -0.68
2 C 0.31
3 C -0.34
4 C -0.23

#B
# C6H9N

A cluster of 3 separate species, C6H9N in total (the ωB97M-V functional and the def2-TZVPD basis, the OMol25 dataset).

Properties
Gap between HOMO and LUMO ... 9.89 eV

Geometry as ORCA input:
```
! RIJCOSX wB97M-V def2-TZVPD def2/J DEFGRID3
* xyz 0 1
C -1.40 -2.39 -0.73
C -0.20 -1.79 -0.97
C 0.38 -0.68 -0.95
C -0.12 0.59 -0.66
N 0.17 1.31 0.51
C 1.47 1.95 0.58
C 1.14 0.78 1.43
H -2.06 -2.65 -1.56
H -1.95 -0.87 -0.36
H -1.56 -2.95 0.19
H -0.42 1.24 -1.49
H -1.60 -0.04 -0.36
H 1.48 2.96 0.99
H 2.15 1.77 -0.26
H 1.61 -0.17 1.17
H 0.91 0.92 2.48
*
```

Atomic partial charges in e from the natural (NBO) method, atoms 1 to 4:
1 C -0.50
2 C 0.02
3 C -0.15
4 C -0.03

The calculated energies rank the structures as follows, beginning with the most stable: #A, #B.